No. 1
63
Properties=species:S:1:pos:R:3 method="wB97M-V/def2-TZVPD" total_charge=+1 homo_ha=-0.407 e_tot_ha=-1367.06598 e_lumo_ha=-0.15919 largest_force_ev_per_a=7.96
O 1.374 3.590 3.826
O 1.889 0.007 -4.697
O -0.647 2.348 1.876
O 1.063 -4.430 2.031
O 0.606 -2.897 -5.137
O -0.451 5.418 1.928
O 1.708 -2.399 3.427
O 0.500 -1.489 -2.403
N -4.343 -3.333 1.996
N -2.116 -4.425 2.279
C -1.927 -2.940 1.922
C -0.521 -2.778 -4.269
C -0.461 -2.229 1.738
C -0.451 -1.467 -3.478
C 1.601 2.507 2.925
C 0.739 2.655 1.668
C -0.344 6.242 0.780
C -3.397 -2.172 1.727
C 2.376 -0.174 -3.368
C -1.395 3.297 2.651
C 1.002 -4.243 -5.339
C 1.883 -1.501 -2.783
C 1.630 1.368 -5.003
C 1.480 3.200 5.186
C -1.640 4.628 1.932
C -3.616 -4.631 2.292
B 0.796 -3.032 2.436
H 2.568 1.926 -5.059
H 0.392 -4.677 1.301
H -1.402 -5.163 2.476
H -0.229 -2.208 0.567
H 0.829 2.348 5.398
H 0.859 3.636 1.204
H 1.949 -4.243 -5.886
H -0.500 -1.120 2.118
H 2.052 0.648 -2.715
H 1.377 1.544 3.403
H 1.153 4.038 5.806
H -0.946 3.441 3.635
H 0.650 6.699 0.777
H -1.099 7.030 0.808
H -3.630 -1.054 1.463
H 3.468 -0.179 -3.418
H 1.163 -1.680 3.871
H -4.009 -5.717 2.512
H -5.387 -3.265 1.951
H 2.438 -1.684 -1.857
H -0.448 5.648 -0.135
H 0.966 1.815 -4.260
H -0.573 -3.618 -3.572
H 2.659 2.530 2.647
H -0.288 -0.606 -4.128
H 1.129 1.409 -5.974
H -1.985 4.430 0.914
H 1.092 1.924 0.932
H -1.425 -1.311 -2.997
H 1.163 -4.749 -4.380
H 2.517 2.956 5.428
H -2.369 2.823 2.824
H 2.103 -2.343 -3.442
H -1.419 -2.775 -4.898
H 0.250 -4.774 -5.926
H -2.408 5.195 2.470

---

No. 2
54
Properties=species:S:1:pos:R:3 method="wB97M-V/def2-TZVPD" homo_ha=-0.258 e_tot_ha=-3546.60088 e_above_lowest_kcal_mol=11.0 e_lumo_ha=0.00938 largest_force_ev_per_a=1.68
Br -0.180 1.447 -4.122
P -0.137 0.010 -0.228
C 2.719 -0.465 -0.338
C -1.578 -0.586 -1.140
C -3.751 -0.574 -3.124
C 3.938 -0.651 -1.240
C -0.289 -2.109 1.614
C -0.744 4.653 0.849
C 0.766 2.587 0.678
C -4.053 -0.542 -1.623
C 0.624 4.084 0.531
C -2.918 0.046 -0.782
C -0.044 -0.624 1.512
C -0.194 -2.559 3.104
C 1.427 -0.331 -1.148
C -0.307 1.780 -0.042
C -0.625 -4.000 3.295
C 5.175 -1.116 -0.484
H -1.433 4.650 0.002
H 1.479 0.403 -1.962
H 5.002 -2.046 0.058
H -3.188 0.056 0.277
H -1.321 2.005 0.295
H 1.365 4.584 1.163
H 2.791 0.460 0.240
H 0.974 -0.356 1.804
H -4.430 -1.535 -1.359
H 4.194 0.314 -1.687
H -1.305 -2.363 1.303
H -4.650 -0.765 -3.709
H 1.261 -1.258 -1.709
H 0.447 -2.690 1.055
H -1.718 -1.672 -1.133
H -1.703 -4.082 3.127
H 1.766 2.343 0.306
H -1.109 4.108 1.726
H 5.978 -1.315 -1.195
H -3.322 0.357 -3.508
H -2.826 1.100 -1.063
H -0.822 -1.901 3.707
H -2.993 -1.319 -3.370
H -0.300 2.135 -1.086
H -0.782 5.707 1.134
H -0.794 -0.086 2.093
H -0.137 -4.604 2.528
H 0.935 4.452 -0.453
H 2.571 -1.320 0.327
H 0.871 -2.493 3.342
H 3.748 -1.289 -2.106
H 0.858 2.328 1.739
H 5.480 -0.286 0.154
H -4.942 0.077 -1.467
H -1.320 -0.358 -2.184
H -0.455 -4.390 4.297

---

No. 3
65
Properties=species:S:1:pos:R:3 method="wB97M-V/def2-TZVPD" homo_ha=-0.293 e_tot_ha=-4123.70453 smiles="CN(C)P(=O)(N(C)C)N(C)C.O=C1CCCO1.ClCCCl.ClCCCl.ClCCCl" e_above_lowest_kcal_mol=62.7 e_lumo_ha=0.01048 largest_force_ev_per_a=4.72
Cl -18.279 23.120 3.357
Cl -14.376 14.556 1.369
Cl -16.236 20.036 3.367
Cl -10.545 15.013 3.112
Cl -4.750 15.495 -1.302
Cl -7.742 15.943 -2.422
P -15.495 7.221 4.748
O -20.018 17.516 -1.225
O -19.968 18.577 -3.208
O -15.422 8.035 5.941
N -16.354 5.679 4.822
N -16.475 7.994 3.496
N -13.969 6.935 4.108
C -19.739 16.224 -0.667
C -6.279 16.359 -3.303
C -12.015 15.483 2.276
C -19.912 15.217 -1.860
C -19.818 16.111 -3.123
C -12.752 7.555 4.752
C -5.213 16.903 -2.394
C -17.952 21.775 2.295
C -17.757 8.660 3.728
C -15.801 8.411 2.227
C -19.981 17.490 -2.586
C -17.422 5.431 5.739
C -12.919 14.191 2.295
C -13.557 6.066 3.024
C -16.404 4.747 3.721
C -16.561 21.432 2.228
H -16.388 9.065 1.583
H -12.578 6.378 2.660
H -5.624 17.700 -1.774
H -12.434 13.385 1.744
H -14.829 8.817 2.507
H -18.710 16.212 -0.307
H -20.820 14.620 -1.783
H -18.349 8.556 2.819
H -11.922 6.855 4.854
H -11.796 15.632 1.218
H -16.350 20.983 1.257
H -12.287 8.322 4.133
H -13.186 13.798 3.276
H -17.320 5.935 6.700
H -4.269 17.234 -2.827
H -5.972 15.484 -3.876
H -13.022 7.935 5.737
H -6.550 17.228 -3.902
H -20.468 15.998 0.112
H -17.657 4.373 5.853
H -12.445 16.428 2.608
H -16.279 5.345 2.818
H -18.545 20.891 2.530
H -17.696 9.723 3.958
H -20.548 15.943 -3.914
H -18.844 16.049 -3.610
H -18.270 5.782 5.150
H -17.392 4.297 3.618
H -18.215 8.229 4.619
H -15.573 4.053 3.841
H -15.808 22.207 2.371
H -15.788 7.586 1.515
H -14.155 6.082 2.113
H -19.080 14.517 -1.776
H -13.489 5.013 3.294
H -18.284 22.071 1.300

---

No. 4
67
Properties=species:S:1:pos:R:3 method="wB97M-V/def2-TZVPD" s_squared=1.205 homo_ha="-0.290 / -0.299" e_tot_ha=-4280.39229 spin_multiplicity=2 e_above_lowest_kcal_mol=11.9 e_lumo_ha="-0.00327 / 0.01928" largest_force_ev_per_a=0.45
Sb -0.774 -0.905 -0.470
Co 0.773 1.099 0.151
S 2.784 0.569 1.281
Si 0.671 -2.446 -1.947
Si -3.102 -0.990 -1.546
Si -1.112 -2.092 1.785
F -2.550 4.604 1.834
F 2.188 1.377 -2.221
F 1.838 3.275 -1.122
F -2.713 3.055 3.339
F -0.863 4.152 3.110
O -0.173 2.362 1.359
O -2.317 2.000 0.748
N 4.314 2.258 -0.148
N 3.436 3.168 1.645
C 1.231 2.052 -1.441
C -1.831 -3.826 1.584
C 4.585 3.681 -0.334
C 2.398 -2.489 -1.195
C -2.291 -1.036 2.800
C 0.568 -2.178 2.635
C 0.047 -4.211 -2.188
C 3.533 2.057 0.930
C -3.019 -0.012 -3.154
C 4.169 4.267 1.026
C -1.428 2.540 1.392
C 2.721 3.321 2.892
C -3.551 -2.780 -1.930
C -1.885 3.605 2.434
C -4.381 -0.247 -0.395
C 0.759 -1.591 -3.625
H -1.677 -4.393 2.506
H 3.048 -3.116 -1.811
H 3.518 5.136 0.925
H -1.931 -0.011 2.903
H -4.615 -0.926 0.428
H 0.400 2.297 -2.116
H -4.012 0.019 -3.609
H 0.906 -1.186 2.939
H 5.639 3.851 -0.550
H -3.607 -3.392 -1.029
H -1.372 -4.384 0.769
H 2.288 4.320 2.923
H -0.787 -4.250 -2.891
H -2.833 -3.245 -2.607
H -5.306 -0.076 -0.953
H -4.043 0.698 0.029
H 0.498 -2.800 3.530
H 2.824 -1.486 -1.154
H 1.470 -2.111 -4.273
H -0.274 -4.682 -1.260
H 5.029 4.544 1.643
H -2.906 -3.783 1.400
H -2.336 -0.468 -3.872
H -2.401 -1.463 3.800
H 1.911 2.597 2.932
H -2.696 1.016 -2.982
H 3.389 3.188 3.745
H -4.531 -2.807 -2.415
H 2.408 -2.891 -0.182
H 1.098 -0.559 -3.518
H 1.337 -2.606 1.991
H 0.856 -4.818 -2.604
H -3.280 -0.987 2.343
H 4.192 1.639 -0.933
H -0.207 -1.585 -4.133
H 3.978 4.082 -1.146

---

No. 5
60
Properties=species:S:1:pos:R:3 method="wB97M-V/def2-TZVPD" homo_ha=-0.296 e_tot_ha=-1478.51857 smiles="[H]/N=C/CPC=C.COCCOCCOC.COCCOCCOC" e_lumo_ha=0.01533 largest_force_ev_per_a=1.70
P -1.883 -4.250 -5.312
O 0.786 -2.776 -1.295
O 0.057 -0.514 0.732
O 0.214 4.604 5.511
O 2.432 6.123 3.999
O -0.952 -0.432 -2.160
O 1.340 3.467 2.918
N -3.393 -7.145 -5.819
C 0.782 0.621 1.165
C 0.989 -1.968 -2.443
C 0.683 3.282 5.317
C -1.192 4.738 5.494
C 0.457 -0.558 -2.270
C 0.957 4.794 2.584
C 0.193 -4.028 -1.565
C -3.025 -5.318 -4.263
C -1.603 -0.931 -1.002
C 3.827 6.179 4.208
C -0.729 -5.462 -6.065
C -3.853 -6.165 -5.181
C 2.046 5.847 2.663
C 1.754 3.188 4.246
C -1.265 -0.240 0.305
C 0.149 -6.126 -5.314
H 2.902 5.533 2.058
H 1.844 0.398 1.054
H 0.961 -0.043 -1.451
H -2.645 -3.666 -6.356
H 0.576 0.830 2.219
H -1.657 4.071 4.762
H 4.213 7.177 3.980
H -1.477 -2.012 -0.921
H -0.190 -6.606 -4.401
H 1.209 -6.170 -5.530
H -2.344 -5.959 -3.709
H -4.112 -7.576 -6.394
H -3.637 -4.716 -3.602
H 0.528 -2.420 -3.328
H 2.088 2.146 4.223
H 2.633 3.777 4.513
H -1.435 0.837 0.204
H -1.610 4.548 6.488
H -1.425 5.765 5.209
H 1.117 2.940 6.264
H 0.719 -0.008 -3.178
H 0.644 4.738 1.537
H -1.945 -0.625 1.077
H 2.070 -1.906 -2.620
H -0.313 -4.362 -0.658
H 4.359 5.431 3.612
H -0.552 -3.961 -2.365
H -2.667 -0.760 -1.185
H 1.647 6.777 2.239
H -0.824 -5.626 -7.133
H -0.141 2.607 5.060
H 0.959 -4.765 -1.831
H 4.013 5.966 5.261
H 0.074 5.097 3.148
H -4.913 -5.894 -5.263
H 0.559 1.507 0.563

---

No. 6
65
Properties=species:S:1:pos:R:3 method="wB97M-V/def2-TZVPD" total_charge=+1 homo_ha=-0.445 e_tot_ha=-2880.11577 e_above_lowest_kcal_mol=70.1 e_lumo_ha=-0.10158 largest_force_ev_per_a=8.29
S -44.059 -19.306 8.691
S -40.012 -26.189 11.788
S -39.926 -22.217 9.003
S -42.836 -21.385 12.727
O -40.915 -23.086 8.626
O -39.493 -22.165 10.399
O -38.920 -26.906 11.150
O -43.783 -18.458 7.501
O -43.875 -20.764 8.838
O -41.979 -20.259 12.622
O -41.222 -25.775 11.048
O -42.774 -22.387 11.649
N -43.835 -24.295 9.502
C -45.579 -18.751 9.344
C -40.256 -26.994 13.204
C -39.500 -24.850 14.091
C -44.406 -20.740 12.902
C -39.479 -20.271 7.261
C -45.318 -17.640 10.259
C -40.517 -25.918 14.147
C -38.184 -20.965 7.549
C -40.464 -20.639 8.442
C -43.953 -17.788 10.805
C -44.953 -21.996 13.796
C -38.419 -22.534 8.021
C -43.988 -22.325 14.854
C -42.994 -18.457 9.901
C -39.418 -24.674 12.571
C -42.554 -22.094 14.295
H -40.032 -20.519 6.366
H -39.740 -23.965 14.573
H -42.323 -21.227 14.837
H -39.436 -27.561 13.462
H -43.967 -21.504 15.693
H -40.304 -19.907 9.248
H -46.111 -17.463 11.185
H -42.630 -19.400 10.512
H -44.359 -24.065 10.357
H -44.143 -23.223 15.124
H -42.373 -17.839 9.402
H -39.774 -23.779 12.118
H -37.604 -21.148 6.485
H -46.008 -18.248 8.487
H -43.700 -16.798 11.032
H -43.282 -23.481 9.542
H -37.378 -20.590 8.094
H -43.828 -18.201 11.661
H -45.071 -20.749 12.015
H -44.262 -19.832 13.520
H -38.304 -24.778 12.084
H -39.184 -19.232 7.221
H -45.972 -19.538 9.762
H -38.494 -25.206 14.544
H -43.334 -25.229 9.595
H -41.415 -25.372 13.900
H -41.617 -20.392 8.228
H -45.107 -22.900 13.340
H -45.833 -21.448 14.097
H -38.739 -23.251 7.243
H -45.374 -16.683 9.752
H -40.631 -26.334 15.046
H -40.970 -27.676 13.085
H -37.683 -22.770 8.726
H -44.351 -24.355 8.604
H -41.789 -22.997 14.358